#A
# C3H8NO2

An isolated ion of composition C3H8NO2 and charge -1 (wB97M-V/def2-TZVPD, the OMol25 dataset).

Total charge: -1
HOMO-LUMO gap: 6.78 eV
Spin multiplicity: 1

```
14
Properties=species:S:1:pos:R:3:nbo_charge:R:1
N -0.9621 0.2907 -1.1058 -0.8885
C 0.0027 -0.4193 -0.2179 -0.1184
C 1.4533 0.1200 -0.5010 -0.0177
O 1.4886 1.4116 -0.7980 -0.9521
C -0.4103 -0.1933 1.2224 -0.0775
O -1.8291 -0.2877 1.4224 -0.7594
H -1.0919 1.1982 -0.6602 0.3545
H -0.3599 0.6295 -1.8683 0.3802
H -0.0337 -1.4758 -0.4896 0.1461
H 2.0755 -0.1224 0.3993 0.0743
H 1.8163 -0.5693 -1.3143 0.0592
H 0.1110 -0.9009 1.8678 0.1504
H -0.0768 0.8137 1.4922 0.1698
H -2.1834 -0.4952 0.5510 0.4791
```

=====

#B
# C3H8NO2

An isolated ion of composition C3H8NO2 and charge -1 (wB97M-V/def2-TZVPD, the OMol25 dataset).

Total charge: -1
HOMO-LUMO gap: 6.49 eV
Spin multiplicity: 1

```
14
Properties=species:S:1:pos:R:3:nbo_charge:R:1
N 0.8560 -1.1928 0.2664 -0.8977
C -0.2867 -0.3402 -0.1707 -0.1157
C 0.0551 0.4060 -1.4921 -0.0030
O -0.7164 1.4556 -1.7759 -0.9470
C -0.5667 0.6911 0.8683 -0.0687
O -0.5403 0.1812 2.2188 -0.7654
H 1.5304 -0.7154 0.8448 0.3517
H 1.2799 -1.6178 -0.5459 0.3565
H -1.1245 -1.0459 -0.2317 0.1557
H 0.0879 -0.3941 -2.2880 0.0561
H 1.1365 0.6841 -1.3496 0.0566
H -1.5522 1.0958 0.6769 0.1895
H 0.1251 1.5365 0.8331 0.1637
H -0.2840 -0.7440 2.1456 0.4678
```

=====

#C
# C3H8NO2

A 2-piece molecular cluster, C3H8NO2 overall (wB97M-V/def2-TZVPD, the OMol25 dataset).

Total charge: -1
HOMO-LUMO gap: 8.31 eV
Spin multiplicity: 1

```
14
Properties=species:S:1:pos:R:3:nbo_charge:R:1
C -2.1280 -0.6272 -2.0565 -0.2418
O -1.5729 0.2239 -1.0757 -0.8441
H -2.2868 -0.0017 -2.9567 0.1359
H -1.4107 -1.4362 -2.2936 0.1501
H -3.1479 -0.9551 -1.7141 0.1335
C 0.6359 1.4258 0.8874 -0.7190
C 1.1192 -0.0113 0.9816 0.6324
N 0.4654 -0.7944 0.0931 -0.9433
O 2.0713 -0.2487 1.7640 -0.7556
H 0.7915 1.7743 -0.1685 0.2147
H 1.2571 1.9976 1.6002 0.1985
H -0.4348 1.6364 1.1012 0.2177
H 0.9072 -1.6992 0.0317 0.3335
H -0.6828 -0.2805 -0.6328 0.4875
```

=====

We find #C to be the most stable, with the next structure 1.268 eV higher.

=====

#A
# C2H10N4S2

A 2-piece molecular cluster, C2H10N4S2 overall (wB97M-V/def2-TZVPD, the OMol25 dataset).

Total charge: +2
HOMO-LUMO gap: 10.16 eV
Spin multiplicity: 1

```
18
Properties=species:S:1:pos:R:3:nbo_charge:R:1
C -2.7326 0.9379 1.9488 0.3892
C 1.8845 -1.8109 -1.5853 0.3964
N -1.9712 1.1167 3.0047 -0.7403
N 2.7651 -2.6136 -2.1422 -0.7183
N -4.0152 1.3127 1.9287 -0.7185
N 1.9809 -0.5548 -1.9039 -0.6878
S -2.0916 0.2770 0.4207 0.2580
S -0.2073 -0.2680 1.0926 -0.1053
H 1.1436 -2.0099 -0.8266 0.2267
H -2.3285 1.4129 3.9454 0.4531
H -0.9427 1.1406 2.9108 0.4487
H 3.6152 -2.2471 -2.6088 0.4446
H 2.5847 -3.6455 -2.1971 0.4564
H -4.3258 1.5480 2.7963 0.4063
H -4.6862 1.5339 1.2397 0.4592
H 1.4242 0.0728 -1.3887 0.4267
H 2.6165 -0.2182 -2.6844 0.4466
H -0.4199 -1.5487 0.8550 0.1581
```

=====

#B
# C2H10N4S2

A 2-piece molecular cluster, C2H10N4S2 overall (wB97M-V/def2-TZVPD, the OMol25 dataset).

Total charge: +2
HOMO-LUMO gap (spin up / spin down): 9.16 / 3.88 eV
Spin multiplicity: 1

```
18
Properties=species:S:1:pos:R:3:nbo_charge:R:1
C 1.1816 0.5202 -0.1485 -0.0776
C -0.8356 0.0169 1.1914 0.1158
N -0.2714 0.3894 0.0755 -0.5580
N 1.4104 2.0691 -1.8419 -0.3880
N 1.5730 1.8358 -0.5149 -0.1673
N -1.6347 -2.2402 0.4330 -0.9269
S -0.0060 -0.6616 2.5758 0.1974
S -2.3793 -2.6935 -0.8842 0.5061
H 1.7330 0.2733 0.7405 0.2715
H 1.4875 0.0945 -1.1575 0.2249
H -1.8310 0.5097 1.3372 0.2830
H -0.8654 0.6620 -0.7483 0.4543
H 1.8466 1.2770 -2.3423 0.4106
H 1.7861 2.9314 -2.2013 0.4418
H 1.4463 2.7470 -0.0066 0.4536
H -1.1467 -2.9908 0.8919 0.3760
H -1.1261 -0.6269 3.4666 0.2442
H -2.3682 -4.1133 -0.8662 0.1386
```

=====

We find #A to be the most stable, with the next structure 6.640 eV higher.

=====

#A
# C16H29IrN3OSSi2Te

C16H29IrN3OSSi2Te as an isolated structure (wB97M-V/def2-TZVPD, the OMol25 dataset).

Total charge: +1
HOMO-LUMO gap: 6.32 eV
Spin multiplicity: 1

```
54
Properties=species:S:1:pos:R:3:nbo_charge:R:1
Ir 2.3656 0.0095 0.3959 0.7157
N 4.9355 1.5882 -2.7918 -0.7752
C 4.0673 1.3192 -1.7979 0.2723
S 4.2623 -0.2140 -0.9926 -0.1394
N 3.1351 2.1665 -1.5320 -0.3950
N 2.3306 1.8751 -0.4791 -0.2375
C 1.3314 2.6772 -0.2715 0.1645
C 0.4299 2.6204 0.8336 -0.2699
C -0.7361 3.4097 0.8175 -0.1362
C -1.6601 3.3278 1.8275 -0.2555
C -1.4197 2.4616 2.9037 -0.1417
C -0.2505 1.7384 2.9759 -0.3060
C 0.7001 1.8042 1.9450 0.4512
O 1.8328 1.1325 2.0286 -0.7726
H 5.7056 0.9664 -2.9593 0.4130
H 4.9374 2.4966 -3.2227 0.4175
H 1.1865 3.4630 -1.0078 0.2316
H -0.8984 4.0771 -0.0213 0.2198
H -2.5622 3.9226 1.7977 0.2321
H -2.1575 2.3689 3.6902 0.2297
H -0.0285 1.0892 3.8134 0.2334
C -2.3319 -0.8485 -3.2928 -1.1303
Si -2.2921 0.4535 -1.9486 1.6388
C -3.9918 0.7610 -1.2515 -1.1163
C -1.3843 1.9988 -2.4893 -1.1209
C -1.2414 -0.2320 -0.5016 -1.1672
Te 0.5886 -1.0049 -1.2626 1.0596
C 0.3985 -2.9582 -0.4482 -1.1546
Si 0.5552 -3.1186 1.4341 1.6537
C 0.6785 -4.9416 1.7900 -1.1169
C 2.1549 -2.2495 1.8953 -1.1339
C -0.8758 -2.3004 2.3073 -1.1314
H -3.0159 -0.5641 -4.0945 0.2624
H -2.6779 -1.8062 -2.8947 0.2421
H -1.3506 -1.0058 -3.7464 0.2395
H -4.6726 1.1366 -2.0184 0.2550
H -3.9648 1.4921 -0.4410 0.2481
H -4.4176 -0.1642 -0.8577 0.2473
H -1.7128 2.3418 -3.4720 0.2586
H -0.3051 1.8230 -2.5453 0.2279
H -1.5552 2.8111 -1.7811 0.2422
H -1.7391 -1.0507 0.0173 0.2562
H -1.0141 0.5603 0.2173 0.2786
H 1.1840 -3.5445 -0.9307 0.2654
H -0.5635 -3.3340 -0.8053 0.2631
H 1.5902 -5.3683 1.3674 0.2511
H -0.1712 -5.4872 1.3754 0.2529
H 0.6950 -5.1249 2.8665 0.2562
H 2.9443 -2.4555 1.1621 0.2643
H 2.5436 -2.5539 2.8680 0.2903
H 1.9686 -1.1584 2.0174 0.2147
H -1.8367 -2.6299 1.9058 0.2471
H -0.8318 -1.2110 2.2380 0.2442
H -0.8622 -2.5660 3.3668 0.2604
```

=====

#B
# C16H29IrN3OSSi2Te

C16H29IrN3OSSi2Te as an isolated structure (wB97M-V/def2-TZVPD, the OMol25 dataset).

Total charge: +1
HOMO-LUMO gap: 6.65 eV
Spin multiplicity: 1

```
54
Properties=species:S:1:pos:R:3:nbo_charge:R:1
Ir 1.8855 -0.1514 1.2454 0.6808
N 3.0104 -3.7803 3.2651 -0.7832
C 2.8061 -2.7410 2.4248 0.2635
S 2.5806 -1.1580 3.1354 -0.1357
N 2.7677 -2.9375 1.1557 -0.3823
N 2.5639 -1.7731 0.4158 -0.2532
C 2.7059 -1.9604 -0.8637 0.1643
C 2.6393 -1.0037 -1.9083 -0.2588
C 2.7925 -1.4564 -3.2425 -0.1256
C 2.8519 -0.5688 -4.2778 -0.2545
C 2.7720 0.8114 -4.0032 -0.1481
C 2.6123 1.2777 -2.7245 -0.2407
C 2.5212 0.3734 -1.6486 0.3759
O 2.3787 0.8447 -0.4353 -0.7238
H 3.1588 -3.6131 4.2428 0.4123
H 3.2774 -4.6688 2.8765 0.4157
H 2.9401 -2.9857 -1.1299 0.2357
H 2.8697 -2.5217 -3.4261 0.2221
H 2.9820 -0.9159 -5.2930 0.2330
H 2.8321 1.5193 -4.8205 0.2282
H 2.5623 2.3357 -2.5028 0.2286
C 0.4112 1.2792 3.4478 -1.0068
Si -1.3918 0.8421 3.2152 1.6538
C -2.1060 0.3168 4.8425 -1.1193
C -2.3052 2.2979 2.5077 -1.1349
C -1.5281 -0.6683 2.0733 -1.1614
Te -0.3717 -0.7334 0.2961 1.0721
C -1.1754 1.0230 -0.5744 -1.1627
Si -2.0960 0.6762 -2.2112 1.6463
C -0.8528 0.1858 -3.4965 -1.1320
C -3.2875 -0.7183 -1.8858 -1.1338
C -2.9755 2.2537 -2.6332 -1.1192
H 0.5644 2.3147 3.7568 0.2663
H 0.9570 1.1591 2.4803 0.1187
H 0.8916 0.6272 4.1731 0.2595
H -1.9885 1.1029 5.5928 0.2559
H -1.6083 -0.5795 5.2199 0.2485
H -3.1732 0.1004 4.7572 0.2536
H -2.5298 3.0103 3.3056 0.2627
H -3.2584 2.0069 2.0591 0.2467
H -1.7196 2.8308 1.7564 0.2434
H -2.5680 -0.7770 1.7473 0.2606
H -1.2610 -1.5826 2.6088 0.2673
H -0.3556 1.7340 -0.6963 0.2713
H -1.8784 1.4167 0.1578 0.2562
H -0.1130 -0.5209 -3.1093 0.2379
H -0.3116 1.0540 -3.8761 0.2513
H -1.3452 -0.2952 -4.3458 0.2555
H -2.7719 -1.6707 -1.7330 0.2393
H -3.9585 -0.8514 -2.7375 0.2616
H -3.9128 -0.5272 -1.0084 0.2387
H -2.2680 3.0760 -2.7636 0.2478
H -3.6816 2.5364 -1.8486 0.2453
H -3.5408 2.1539 -3.5634 0.2555
```

=====

We find #B to be the most stable, with the next structure 0.377 eV higher.

=====

#A
# C6H10O4

C6H10O4 as an isolated structure (wB97M-V/def2-TZVPD, the OMol25 dataset).

Total charge: 0
HOMO-LUMO gap: 10.03 eV
Spin multiplicity: 1

```
20
Properties=species:S:1:pos:R:3:nbo_charge:R:1
C -0.3944 0.8891 -1.3651 0.0614
C -0.9019 0.8689 0.1458 -0.5004
C -0.7638 -0.4231 1.1522 0.0726
C 0.6586 -1.2473 1.0689 0.0551
C 0.8646 -1.1310 -0.4580 0.0293
C 0.9520 0.2912 -0.9742 -0.0143
H 0.0343 2.3304 -2.5984 0.4758
H -0.8861 0.3587 -2.1487 0.1890
H -0.2699 1.6630 0.7293 0.2556
H -1.8823 1.5014 0.2012 0.2434
H -0.6034 -0.0600 2.1799 0.1823
H -2.5953 -0.4518 0.7613 0.4684
H 0.3797 -2.2938 1.2075 0.1789
H 2.4973 -0.6964 1.1513 0.4782
H 0.0564 -1.8744 -0.8366 0.1907
H 1.6231 0.9630 -0.4210 0.1958
O -0.4912 2.2222 -1.6714 -0.6994
O -1.8385 -1.3369 1.2479 -0.6898
O 1.6394 -0.7469 1.9487 -0.6885
O 1.9213 -0.8264 -1.3206 -0.4843
```

=====

#B
# C6H10O4

One molecule with the formula C6H10O4 (wB97M-V/def2-TZVPD, the OMol25 dataset).

Total charge: 0
HOMO-LUMO gap: 10.32 eV
Spin multiplicity: 1

```
20
Properties=species:S:1:pos:R:3:nbo_charge:R:1
C -0.9745 -1.8946 1.2591 -0.6494
C -0.3862 -0.8483 0.2008 0.4359
O 0.4976 -1.6024 -0.6519 -0.2723
O 1.6031 -2.1221 0.1687 -0.4466
C -1.5071 -0.2131 -0.4710 -0.2269
C -1.1955 1.1324 -0.7521 -0.1927
C 0.2262 1.3589 -0.1472 0.4792
C 1.4743 1.3960 -1.1175 -0.6478
O 0.2650 2.5669 0.5027 -0.7022
O 0.2333 0.2891 0.8279 -0.5484
H -1.7146 -2.6634 0.8784 0.2252
H -1.4561 -1.3633 2.1711 0.2184
H -0.1365 -2.4532 1.6073 0.2354
H 2.0871 -1.3755 0.5150 0.4646
H -2.3432 -0.8373 -0.8472 0.2309
H -1.7974 1.9640 -1.2731 0.2417
H 1.4033 2.2199 -1.9116 0.2262
H 2.4255 1.5029 -0.5780 0.2269
H 1.4711 0.4898 -1.6845 0.2253
H -0.1754 2.4531 1.3030 0.4767
```

=====

We find #B to be the most stable, with the next structure 2.580 eV higher.

=====

#A
# C4H6NS

A 2-piece molecular cluster, C4H6NS overall (wB97M-V/def2-TZVPD, the OMol25 dataset).

Total charge: +1
HOMO-LUMO gap: 7.26 eV
Spin multiplicity: 1

```
12
Properties=species:S:1:pos:R:3:nbo_charge:R:1
C -0.7130 -1.9488 0.7450 -0.2775
C -0.4811 -0.5597 0.9754 0.0531
C 0.2622 -2.5347 -0.0694 -0.3195
C 0.4381 2.0635 -0.4230 -0.0503
N 0.7086 -0.2103 0.4855 -0.5883
S 1.5413 -1.3814 -0.3413 0.7124
H -1.5640 -2.5002 1.1794 0.2681
H -1.0159 0.2486 1.2466 0.2182
H 0.3095 -3.5043 -0.4076 0.2578
H 1.4773 2.3636 0.0373 0.2662
H 0.3585 1.6068 -1.4391 0.2318
H -0.5325 2.3252 0.1079 0.2280
```

=====

#B
# C4H6NS

An isolated ion of composition C4H6NS and charge +1 (wB97M-V/def2-TZVPD, the OMol25 dataset).

Total charge: +1
HOMO-LUMO gap: 7.22 eV
Spin multiplicity: 1

```
12
Properties=species:S:1:pos:R:3:nbo_charge:R:1
C 3.7517 -0.0019 0.7713 0.2748
N 2.9426 0.4519 0.0389 -0.2250
C 1.8951 0.9520 -0.4836 -0.1580
C 0.5329 0.6085 0.1929 -0.2469
S -0.9355 0.8659 -0.4920 0.5731
C -2.2633 0.4304 0.6623 -0.7803
H 4.5079 -0.7415 0.8237 0.2642
H 1.9578 1.6964 -1.3302 0.2692
H 0.5545 -0.1145 0.9196 0.2245
H -3.1755 0.6437 0.0889 0.2753
H -2.1663 0.8733 1.7454 0.2764
H -2.3843 -0.6153 0.8140 0.2526
```

=====

We find #B to be the most stable, with the next structure 0.094 eV higher.